Version P
Entry from the OMol25 dataset: a cluster of 3 separate species, C3H12NO3 in total (ωB97M-V/def2-TZVPD).

```
19
Properties=species:S:1:pos:R:3:lowdin_charge:R:1
O 2.1590 -1.5299 1.3769 0.10
C 1.7663 -0.5879 0.7474 -0.23
C 0.4444 0.0698 1.1177 -0.11
N -0.4053 0.2329 -0.0712 -0.06
C -1.8707 0.3118 0.1957 0.00
H 2.3491 -0.1787 -0.0966 0.14
H -0.0296 -0.5756 1.8638 0.14
H 0.5722 1.0462 1.6055 0.15
H -0.0897 0.9669 -0.7605 0.12
H -0.3058 -0.6913 -0.6361 0.11
H -2.1172 1.3439 0.4680 0.11
H -2.1088 -0.2013 1.1305 0.10
H -2.4573 -0.0371 -0.6485 0.11
H 1.0583 2.8546 -0.5548 0.08
H 0.9981 2.5494 -2.1420 0.08
O 0.9973 2.2013 -1.2549 -0.01
H 0.3378 -3.0269 -0.8600 0.10
H -1.0883 -2.5127 -0.5981 0.09
O -0.2098 -2.2353 -0.8829 0.00
```

HOMO-LUMO gap, hartree: 0.40099
E_HOMO, eV: -14.0
Total charge: +1

Version Q
Entry from the OMol25 dataset: a cluster of 3 separate species, C3H12NO3 in total (ωB97M-V/def2-TZVPD).

```
19
Properties=species:S:1:pos:R:3:lowdin_charge:R:1
O 1.5810 -1.1889 0.1704 0.09
C 1.3865 -0.4277 1.0729 -0.23
C 1.2658 1.0484 0.6230 -0.05
N -0.1411 1.6047 0.7196 0.03
C -1.1964 0.6477 1.1931 0.00
H 1.1848 -0.6895 2.1246 0.14
H 1.8555 1.6825 1.3000 0.14
H 1.7234 1.1490 -0.3534 0.14
H -0.1338 2.4487 1.2813 0.18
H -0.4918 1.8696 -0.2132 0.15
H -1.3859 0.6738 2.2596 0.11
H -0.9270 -0.3678 0.9190 0.09
H -2.0825 0.9086 0.6218 0.10
H -0.3433 -2.1553 -2.3288 0.04
H -0.4536 -3.1903 -1.1437 0.04
O -0.4027 -2.2880 -1.3934 -0.02
H -2.3526 0.5817 -2.1759 0.07
H -1.1880 -0.0708 -1.4637 0.02
O -1.5628 0.7955 -1.6824 -0.04
```

HOMO-LUMO gap, hartree: 0.39815
E_HOMO, eV: -14.4
Total charge: +1

Version R
Entry from the OMol25 dataset: a cluster of 3 separate species, C3H12NO3 in total (ωB97M-V/def2-TZVPD).

```
19
Properties=species:S:1:pos:R:3:lowdin_charge:R:1
O 0.6008 1.2871 -1.7914 0.09
C 0.4825 2.0368 -0.8704 -0.20
C -0.0145 1.6540 0.5371 -0.04
N -0.4418 0.1903 0.5286 0.00
C -0.3545 -0.4048 1.9279 0.01
H 0.5704 3.1311 -1.0222 0.14
H 0.7706 1.7655 1.2799 0.14
H -0.8619 2.2989 0.7056 0.14
H -1.3330 0.0637 0.0451 0.16
H 0.1772 -0.4044 -0.0361 0.10
H -0.4836 0.2958 2.7501 0.11
H 0.7028 -0.6823 1.8919 0.09
H -0.8451 -1.3676 1.9925 0.11
H -0.4299 -1.6170 -2.6135 0.04
H -1.0272 -0.1688 -2.5614 0.05
O -1.0701 -1.0669 -2.1767 -0.05
H 1.8651 -2.0177 -0.4563 0.07
H 0.5407 -2.7909 -0.2848 0.06
O 1.1517 -2.2027 0.1543 -0.02
```

HOMO-LUMO gap, hartree: 0.42141
E_HOMO, eV: -14.7
Total charge: +1

Energy comparison, zero being the most stable, in kcal/mol: version P 0.0; version Q 13.5; version R 2.3.

Version P
Entry from the OMol25 dataset: the ion C6H15N4 with charge +1 (ωB97M-V/def2-TZVPD).

```
25
Properties=species:S:1:pos:R:3:lowdin_charge:R:1
N -0.0024 -2.6292 0.2514 0.08
C -0.2758 -1.4367 -0.4482 -0.42
N 0.2336 -1.1668 -1.7689 -0.02
C -0.3759 0.0466 -2.3467 -0.18
C 0.1366 1.2432 -1.4816 -0.11
N -0.1812 0.9392 -0.0551 -0.12
C 0.2095 1.9124 0.8951 -0.14
C 0.0375 1.1158 2.2908 -0.03
N -0.2753 -0.2902 1.7784 0.15
C 0.3436 -0.2959 0.4042 -0.22
H -0.6825 -3.3720 0.0984 0.10
H 0.8999 -2.9172 -0.1230 0.10
H -1.3604 -1.4220 -0.4717 0.15
H 0.1900 -1.8942 -2.4815 0.13
H -1.5102 0.2396 -2.2863 0.14
H 0.0259 -0.0263 -3.3852 0.14
H 1.2724 1.1647 -1.6618 0.16
H -0.4261 2.0295 -1.7869 0.09
H -0.2804 2.8072 1.0121 0.10
H 1.2064 2.2986 0.8367 0.12
H 0.8635 1.3288 2.8620 0.09
H -0.8265 1.6590 2.8524 0.16
H 0.1981 -0.8812 2.4322 0.17
H -1.3060 -0.3534 1.8630 0.21
H 1.3865 -0.3946 0.2883 0.17
```

HOMO-LUMO gap, hartree: 0.36620
E_HOMO, eV: -12.8
Total charge: +1
SMILES: N[C@@H]1NCCN2CC[NH2+][C@@H]12

Version Q
Entry from the OMol25 dataset: a cluster of 3 separate species, C6H15N4 in total (ωB97M-V/def2-TZVPD).

```
25
Properties=species:S:1:pos:R:3:lowdin_charge:R:1
C 1.0928 -0.3290 2.5003 -0.11
C -0.3857 -0.4918 2.2400 -0.08
C 0.6059 -0.4919 1.1528 -0.42
C 0.9728 2.9009 -0.3550 -0.08
C -1.1987 0.2503 -2.3472 -0.02
C 0.9763 1.7579 0.5922 -0.19
N 0.3183 -1.5880 -1.6480 0.27
N -1.0622 -3.0193 -1.1431 0.05
N 0.6043 0.5972 0.2518 0.06
N -0.2118 -0.6491 -1.9518 -0.04
H 1.3421 0.6246 2.9371 0.09
H 1.7983 -1.1320 2.9176 0.14
H -0.8800 -1.4979 2.5074 0.13
H -0.9237 0.4104 2.3241 0.09
H 0.7518 -1.3574 0.5303 0.09
H -0.1040 3.1658 -0.5708 0.09
H 1.5663 2.7748 -1.2496 0.07
H 1.4135 3.8350 0.0279 0.08
H -0.8361 1.3650 -2.0619 0.14
H -2.0832 0.0712 -1.5624 0.16
H -1.5347 0.1542 -3.3784 0.11
H 1.3258 2.1614 1.4999 0.11
H -1.1100 -2.7834 -0.0940 0.11
H -0.5341 -3.8414 -1.4235 0.07
H -1.9038 -2.8875 -1.6959 0.06
```

HOMO-LUMO gap, hartree: 0.32652
E_HOMO, eV: -12.9
Total charge: +1

Energy comparison, zero being the most stable, in kcal/mol: version P 0.0; version Q 67.5.

Version P
Entry from the OMol25 dataset: a structure of composition C20H11Cl5F5NO5STi (ωB97M-V/def2-TZVPD).

```
49
Properties=species:S:1:pos:R:3:mulliken_spin:R:1
Ti 7.9665 8.2996 9.2103 0.99
Cl 7.7060 10.5317 11.7260 0.00
C 6.8581 9.0594 12.0991 0.00
C 6.8494 8.0303 11.0964 0.01
C 6.3239 6.7603 11.4959 -0.01
Cl 6.4456 5.4680 10.3286 0.00
C 5.7566 6.5635 12.7705 0.00
Cl 5.2885 5.0019 13.2967 0.00
C 5.7286 7.6806 13.6716 0.00
Cl 5.0951 7.4210 15.2420 0.00
C 6.2760 8.9341 13.3177 0.00
Cl 6.2875 10.2127 14.4828 0.00
O 9.1237 9.6742 8.6668 0.00
C 9.1577 11.0884 8.7708 0.01
C 8.6449 11.6281 7.4167 0.00
C 7.5374 10.8247 6.7479 0.01
C 6.2801 10.8144 7.5906 0.02
C 5.2255 11.6143 7.1807 0.00
C 4.0494 11.6728 7.9686 0.01
C 3.9489 10.7444 9.0312 0.00
C 5.0174 9.8950 9.2741 0.01
N 6.1583 9.9577 8.6298 0.00
H 10.6856 8.9803 9.2181 0.00
H 10.1880 11.4881 9.0307 0.00
H 8.5526 11.4341 9.5996 0.00
H 9.4454 11.6527 6.7352 0.00
H 8.4108 12.6452 7.6082 0.00
H 7.8164 9.7518 6.5593 0.00
H 7.2389 11.2313 5.7428 0.00
H 5.3902 12.2449 6.3067 0.00
H 3.2673 12.3917 7.6757 0.00
H 3.0140 10.6772 9.7008 0.00
H 4.8323 9.1321 10.1706 0.00
O 11.4032 8.4016 9.5616 0.00
S 10.6397 7.4323 10.6112 0.00
O 10.1507 8.2544 11.6815 0.00
O 9.4821 6.9898 9.7046 0.00
O 11.4771 6.3544 10.9987 0.00
F 5.0897 7.7089 7.3967 0.00
C 6.1242 7.0581 6.7882 -0.05
C 7.4468 7.1126 7.3051 0.02
C 8.3169 6.2645 6.6181 0.01
F 9.6392 6.3179 6.8734 0.00
C 7.9543 5.3662 5.6362 0.00
F 8.8654 4.7107 4.9008 0.00
C 6.6160 5.2035 5.3355 0.00
F 6.2263 4.3529 4.3371 0.00
C 5.7090 6.0761 5.9172 0.00
F 4.4271 6.0424 5.3879 0.00
```

HOMO-LUMO gap (spin up / spin down), hartree: 0.28340 / 0.32290
E_HOMO (spin up / spin down), eV: -5.5 / -6.5
Multiplicity: 2
Total charge: -1
⟨S²⟩: 0.75

Version Q
Entry from the OMol25 dataset: a structure of composition C20H11Cl5F5NO5STi (ωB97M-V/def2-TZVPD).

```
49
Properties=species:S:1:pos:R:3:mulliken_spin:R:1
Ti -11.6392 8.9692 9.6036 0.95
Cl -9.7577 11.6827 9.0433 0.00
C -11.5007 12.0611 9.2181 0.01
C -12.3221 11.0291 9.6485 0.00
C -13.7081 11.2878 9.6083 0.01
Cl -14.8104 9.9662 9.8714 0.00
C -14.2165 12.4699 9.1762 -0.01
Cl -15.9178 12.7153 9.1025 0.00
C -13.3727 13.5062 8.8230 0.02
Cl -13.9691 14.9791 8.2238 0.00
C -11.9685 13.3247 8.7948 -0.01
Cl -10.9269 14.5224 8.0819 0.00
O -12.9801 7.8114 9.0174 0.01
C -13.9295 6.9248 9.5608 0.01
C -13.3476 5.6581 10.0949 0.00
C -12.1493 6.0239 10.9809 0.01
C -12.5036 7.1229 11.9934 0.01
C -13.0526 6.7476 13.2205 0.00
C -13.3898 7.7232 14.0851 0.01
C -13.0873 9.0526 13.7503 0.00
C -12.4737 9.3444 12.5749 0.02
N -12.2617 8.3908 11.6897 -0.03
H -12.9871 7.8617 7.4376 0.00
H -14.6433 6.6053 8.7791 0.00
H -14.4831 7.4241 10.3540 0.00
H -13.0004 5.0112 9.3152 0.00
H -14.1371 5.1169 10.6399 0.00
H -11.3299 6.3402 10.3566 0.00
H -11.8690 5.0729 11.4782 0.00
H -13.3080 5.6745 13.3734 0.00
H -13.8823 7.5841 15.0420 0.00
H -13.3606 9.7912 14.4975 0.00
H -12.0096 10.3269 12.3276 -0.01
O -12.7182 10.3775 6.8882 0.00
S -11.7921 9.3217 6.5361 0.01
O -11.1508 9.3434 5.2174 0.00
O -10.8760 9.0914 7.6789 0.00
O -12.6338 7.9617 6.5023 0.00
F -9.3639 6.7028 8.4227 0.00
C -8.8385 7.3904 9.4459 0.02
C -9.6011 8.2701 10.1613 0.01
C -9.0530 8.8103 11.2798 -0.01
F -9.7955 9.5567 12.1011 0.00
C -7.7337 8.6318 11.6099 -0.01
F -7.1578 9.2289 12.6179 0.00
C -6.9858 7.7143 10.8628 0.01
F -5.6829 7.4604 11.1323 0.00
C -7.5294 7.1114 9.7561 -0.01
F -6.7599 6.2683 9.0613 0.00
```

HOMO-LUMO gap (spin up / spin down), hartree: 0.26331 / 0.30933
E_HOMO (spin up / spin down), eV: -5.0 / -6.3
Multiplicity: 2
Total charge: -1
⟨S²⟩: 0.75

Energy comparison, zero being the most stable, in kcal/mol: version P 8.7; version Q 0.0.

Version P
Entry from the OMol25 dataset: a cluster of 2 separate species, C5H14NO in total (ωB97M-V/def2-TZVPD).

```
21
Properties=species:S:1:pos:R:3:mulliken_spin:R:1
C 0.4396 1.3315 -0.9989 0.02
C 1.3092 0.0874 -0.6590 0.04
C 0.9893 -0.5010 0.6514 0.32
C 0.8845 0.2132 1.7659 0.34
C 0.6613 -0.2252 3.1453 0.04
N -0.9289 0.6885 -1.2809 0.01
H 0.6310 1.9953 -1.8447 0.00
H 0.2202 1.8020 0.0762 0.00
H 2.3030 0.5020 -0.6899 0.06
H 1.0704 -0.5580 -1.5685 0.01
H 1.0721 -1.6100 0.7496 0.01
H 0.9053 1.3108 1.7040 0.00
H 1.5247 -0.7026 3.6756 0.10
H 0.1689 -1.2113 3.1743 0.05
H 0.2035 0.5228 3.7629 0.00
H -1.5415 0.2918 -0.5761 0.00
H -0.9474 -0.0423 -1.8984 0.00
H -1.5124 1.3182 -1.7978 0.00
H -2.7843 -1.1702 -2.9463 0.00
H -2.4501 -2.4984 -2.2141 0.00
O -2.2187 -1.5445 -2.2303 0.00
```

HOMO-LUMO gap (spin up / spin down), hartree: 0.39521 / 0.23952
E_HOMO (spin up / spin down), eV: -19.1 / -19.1
Multiplicity: 2
Total charge: +2
⟨S²⟩: 0.75

Version Q
Entry from the OMol25 dataset: a cluster of 2 separate species, C5H14NO in total (ωB97M-V/def2-TZVPD).

```
21
Properties=species:S:1:pos:R:3:mulliken_spin:R:1
C -1.0433 0.0996 -1.9101 0.00
C -0.2454 0.1011 -0.6007 0.02
C 0.3981 -1.2952 -0.3935 0.01
C 1.3539 -1.3842 0.7263 0.34
C 2.0766 -2.5559 1.0209 0.44
N -1.2803 0.4005 0.5391 0.00
H -2.0367 -0.3307 -1.7380 0.00
H -1.3152 1.1318 -2.1451 0.00
H -0.5219 -0.4422 -2.6904 0.00
H 0.4248 0.9420 -0.5002 0.00
H 1.0559 -1.4133 -1.2659 0.09
H -0.3985 -2.0349 -0.4804 0.03
H 1.6505 -0.4577 1.2100 0.02
H 2.8070 -2.5421 1.8254 0.02
H 1.9169 -3.4924 0.4947 0.04
H -1.1741 1.4200 0.6325 0.00
H -1.0550 -0.0136 1.4387 0.00
H -2.2361 0.2635 0.2368 0.00
H -0.4868 4.3496 0.6614 0.00
H 0.3883 3.7153 1.8039 0.00
O -0.2785 3.5391 1.1347 0.00
```

HOMO-LUMO gap (spin up / spin down), hartree: 0.32985 / 0.20080
E_HOMO (spin up / spin down), eV: -18.3 / -18.3
Multiplicity: 2
Total charge: +2
⟨S²⟩: 0.75

Energy comparison, zero being the most stable, in kcal/mol: version P 15.9; version Q 0.0.